DFT (wB97M-V/def2-TZVPD) results for a molecular structure, C36H44N7O6STi.

XYZ file:
```
95
Properties=species:S:1:pos:R:3:forces:R:3
Ti -0.531 0.430 -0.632 -0.050 -0.034 -0.085
O 0.031 0.010 -7.771 0.082 -0.106 0.007
C -0.785 -0.679 -7.135 -0.234 0.283 -0.026
O -1.689 -1.442 -7.526 0.093 -0.098 0.006
C -0.710 -0.515 -5.593 0.071 -0.097 0.017
C -1.549 -1.246 -4.763 0.004 0.005 0.005
C -1.475 -1.084 -3.393 0.012 -0.024 0.003
N -0.620 -0.235 -2.813 0.018 0.022 0.030
C 0.201 0.470 -3.613 -0.093 0.075 -0.024
C 0.189 0.357 -4.989 -0.004 0.006 -0.004
C 1.146 1.405 -2.889 0.252 -0.289 0.013
O 1.974 2.063 -3.491 -0.095 0.105 -0.025
O 1.027 1.349 -1.595 -0.128 0.107 0.006
H -2.249 -1.935 -5.216 -0.003 0.006 -0.005
H -2.116 -1.643 -2.723 -0.007 0.004 0.008
H 0.866 0.944 -5.594 0.000 -0.003 -0.003
N 1.090 -0.989 -0.329 -0.019 -0.019 0.028
C 1.093 -2.399 -0.021 -0.047 0.011 0.026
C 2.353 -2.977 0.111 0.032 0.013 0.026
C 2.523 -4.280 0.531 -0.003 0.009 0.001
C 1.392 -5.014 0.854 -0.014 0.009 -0.008
C 0.140 -4.451 0.689 0.016 -0.027 0.012
C -0.071 -3.149 0.200 0.016 0.029 0.036
C -1.478 -2.664 -0.019 -0.029 -0.016 -0.021
C -2.501 -3.627 -0.010 0.000 -0.004 -0.009
C -3.837 -3.282 -0.109 -0.004 -0.005 -0.001
C -4.183 -1.946 -0.243 0.013 0.004 -0.012
C -3.169 -1.005 -0.334 -0.017 0.005 0.014
C -1.802 -1.310 -0.243 0.042 0.070 0.029
H 1.570 -0.499 0.440 0.025 -0.019 0.029
H 1.676 -0.814 -1.141 -0.001 0.022 -0.014
H 3.216 -2.354 -0.099 -0.005 -0.004 -0.005
H 3.514 -4.704 0.631 0.000 0.002 -0.001
H 1.478 -6.026 1.230 0.000 0.001 -0.001
H -0.711 -5.054 0.966 0.004 0.006 -0.002
H -2.273 -4.682 0.049 0.006 0.005 -0.003
H -4.596 -4.055 -0.097 0.002 0.000 -0.003
H -5.224 -1.650 -0.318 -0.001 -0.002 0.003
H -3.462 0.025 -0.509 0.003 0.003 0.007
O 1.184 -1.358 2.751 -0.044 -0.084 -0.086
C 0.802 -0.443 3.768 -0.011 0.000 -0.016
C -0.688 -0.480 4.052 -0.019 0.002 0.012
C -1.554 -0.105 2.842 -0.013 -0.020 0.022
C -1.263 1.292 2.364 0.012 0.079 0.017
C -1.616 2.359 3.150 0.040 0.010 -0.075
C -1.220 3.676 2.843 -0.067 -0.013 0.007
C -0.334 3.813 1.751 0.078 -0.014 0.092
C 0.001 2.728 0.997 -0.099 0.052 -0.079
N -0.546 1.456 1.176 -0.016 0.034 -0.013
H 0.724 -2.195 2.883 -0.029 -0.001 0.002
H 1.104 0.541 3.403 -0.006 0.005 -0.010
H 1.360 -0.648 4.692 0.001 0.001 0.001
H -0.896 0.204 4.880 0.005 -0.008 0.005
H -0.960 -1.486 4.398 -0.003 0.007 -0.001
H -2.606 -0.189 3.130 -0.008 -0.024 -0.029
H -1.392 -0.815 2.035 0.019 -0.004 -0.015
H -2.189 2.155 4.050 -0.003 0.010 0.001
H -1.500 4.514 3.465 0.011 0.001 0.002
H 0.109 4.769 1.504 0.017 0.000 0.008
H 0.694 2.820 0.172 -0.023 0.001 -0.017
C 4.280 -0.954 2.720 0.020 -0.010 -0.014
N 4.901 -0.298 1.582 0.008 0.016 -0.004
C 5.836 -1.135 0.851 0.008 0.027 0.004
C 4.129 0.651 0.924 0.034 0.023 -0.051
O 2.934 0.788 1.165 0.000 -0.024 0.081
N 4.784 1.423 0.005 0.021 -0.014 0.008
C 6.182 1.782 0.134 -0.001 -0.023 -0.003
C 3.993 2.317 -0.829 0.007 0.010 0.006
H 5.068 -1.363 3.355 0.014 0.006 0.002
H 3.602 -1.758 2.419 0.026 0.021 0.010
H 3.700 -0.231 3.285 -0.002 -0.010 -0.002
H 5.454 -2.160 0.791 0.002 -0.002 0.002
H 6.812 -1.168 1.344 0.000 -0.002 0.000
H 5.970 -0.768 -0.163 0.002 0.016 -0.007
H 6.615 1.334 1.025 0.002 -0.018 0.007
H 6.267 2.869 0.222 -0.001 0.000 0.001
H 6.763 1.471 -0.739 -0.003 -0.001 -0.003
H 2.984 1.936 -0.946 0.048 0.019 -0.001
H 4.451 2.393 -1.815 -0.007 -0.007 0.003
H 3.943 3.318 -0.387 0.003 0.006 0.013
C -5.051 1.535 -2.284 -0.005 -0.006 0.007
N -4.616 2.103 -1.031 0.034 0.017 -0.010
C -5.547 2.513 0.010 -0.005 0.017 -0.005
C -4.597 2.878 1.154 -0.045 -0.009 0.002
N -3.382 3.181 0.416 0.029 0.039 0.047
C -3.379 2.570 -0.777 -0.054 -0.040 -0.006
S -2.041 2.408 -1.790 0.022 -0.099 -0.012
H -5.548 2.283 -2.909 -0.005 0.004 0.007
H -5.742 0.715 -2.088 0.006 -0.005 -0.001
H -4.181 1.154 -2.815 -0.001 0.005 -0.003
H -6.229 1.702 0.264 0.003 -0.003 0.003
H -6.135 3.377 -0.324 -0.005 -0.006 -0.004
H -4.436 2.030 1.827 0.017 0.011 0.003
H -4.940 3.733 1.733 0.004 -0.001 0.004
H -2.511 3.420 0.873 0.053 -0.044 0.036
```
Forces are in eV/Å.

Summary:
charge: -1
frontier orbital gap (alpha / beta): 5.125 / 7.169 eV
energy: -3480.8098 a.u.
spin multiplicity: 3